[1]
C43H53Br70F3N4O7 | ωB97M-V with the def2-TZVPD basis set

Summary:
- Calculated total energy: -182896.02126 Eh
- Kohn-Sham gap: 8.639 eV
- Net charge: 0

Geometry (Å):
C (4.325, -2.963, 0.892)
C (5.239, -3.045, -0.424)
C (4.941, -1.837, -1.490)
C (3.760, -2.373, -2.437)
C (3.089, -1.266, -3.383)
C (2.571, 0.059, -2.630)
C (1.808, -0.195, -1.239)
C (0.283, -0.679, -1.373)
C (-0.572, 0.002, -2.558)
O (-0.500, 1.258, -2.663)
N (-1.424, -0.756, -3.514)
C (-2.092, 0.195, -4.472)
O (-1.659, 0.387, -5.641)
F (-3.286, 0.938, -4.079)
C (0.393, -2.312, -1.385)
O (0.326, -3.112, -2.349)
N (0.618, -2.594, 0.080)
C (0.080, -1.507, 1.001)
Br (1.423, -0.596, 2.208)
N (-0.697, -2.328, 1.996)
C (0.183, -2.943, 3.023)
O (-0.011, -2.776, 4.260)
F (1.280, -3.817, 2.682)
C (-1.809, -1.588, 2.620)
O (-1.785, -0.422, 3.052)
F (-3.038, -2.324, 2.792)
C (-0.694, -0.581, -0.068)
O (-1.208, 0.717, 0.309)
C (-2.652, 0.636, 0.022)
C (-3.464, 1.995, 0.356)
N (-4.783, 1.685, 1.036)
C (-5.895, 1.566, 0.041)
C (-6.247, 0.017, -0.361)
C (-7.857, -0.225, -0.409)
O (-5.725, -0.939, 0.600)
H (3.207, -2.823, 0.612)
H (4.364, -3.954, 1.494)
H (4.675, -2.126, 1.617)
H (6.364, -3.179, -0.215)
H (4.911, -4.010, -0.986)
H (5.936, -1.717, -2.075)
H (4.675, -0.917, -0.863)
H (3.028, -2.954, -1.774)
H (4.240, -3.162, -3.142)
H (2.264, -1.724, -4.045)
H (3.915, -0.915, -4.123)
H (1.942, 0.656, -3.397)
H (3.485, 0.746, -2.394)
H (2.454, -0.869, -0.551)
H (1.775, 0.832, -0.695)
H (-2.206, -1.134, -2.950)
H (-0.031, -3.397, 0.253)
H (-1.580, -1.257, -0.388)
H (-3.174, -0.206, 0.626)
H (-2.854, 0.415, -1.102)
H (-2.873, 2.743, 1.020)
H (-3.662, 2.571, -0.636)
H (-4.994, 2.559, 1.561)
H (-6.853, 1.949, 0.576)
H (-5.773, 2.233, -0.891)
H (-5.797, -0.211, -1.409)
H (-8.406, 0.736, -0.763)
H (-8.145, -1.108, -1.103)
H (-8.282, -0.476, 0.641)
H (-4.973, -1.452, 0.216)
C (4.519, -6.627, -4.561)
Br (4.946, -6.678, -2.669)
Br (4.267, -4.809, -5.189)
Br (5.829, -7.584, -5.624)
H (3.567, -7.142, -4.688)
C (4.634, 4.299, -2.910)
Br (6.164, 3.105, -2.880)
Br (2.974, 3.351, -2.587)
Br (4.853, 5.789, -1.688)
H (4.575, 4.714, -3.916)
C (6.112, 8.806, 1.380)
Br (6.319, 6.916, 1.772)
Br (7.652, 9.518, 0.441)
Br (4.457, 9.166, 0.432)
H (6.052, 9.326, 2.334)
C (4.321, -3.322, 5.113)
Br (4.750, -3.362, 7.004)
Br (4.074, -1.506, 4.470)
Br (5.629, -4.293, 4.059)
H (3.368, -3.836, 4.991)
C (-2.468, 4.491, -3.428)
Br (-1.400, 4.639, -1.813)
Br (-1.946, 2.962, -4.500)
Br (-4.370, 4.482, -3.037)
H (-2.270, 5.382, -4.023)
C (1.564, 3.415, -6.577)
Br (3.168, 4.497, -6.427)
Br (0.789, 3.514, -8.352)
Br (1.879, 1.580, -6.033)
H (0.831, 3.831, -5.885)
C (-2.962, 5.604, -8.553)
Br (-1.616, 6.176, -9.827)
Br (-3.206, 3.680, -8.576)
Br (-2.589, 6.264, -6.766)
H (-3.907, 6.049, -8.865)
C (11.051, 7.219, -1.218)
Br (10.541, 6.785, 0.603)
Br (10.260, 5.996, -2.501)
Br (10.665, 9.071, -1.655)
H (12.132, 7.096, -1.285)
C (2.831, -9.270, -0.656)
Br (4.359, -10.465, -0.617)
Br (1.169, -10.214, -0.321)
Br (3.060, -7.766, 0.546)
H (2.769, -8.865, -1.666)
C (-2.410, -11.597, 1.491)
Br (-2.651, -10.959, 3.307)
Br (-2.583, -13.526, 1.377)
Br (-3.589, -10.693, 0.244)
H (-1.389, -11.351, 1.200)
C (2.133, 1.890, 5.926)
Br (3.230, 3.036, 4.809)
Br (1.274, 2.881, 7.356)
Br (0.850, 0.880, 4.880)
H (2.802, 1.168, 6.396)
C (-1.361, -12.825, -2.634)
Br (-1.156, -14.709, -2.221)
Br (0.173, -12.125, -3.593)
Br (-3.022, -12.469, -3.571)
H (-1.411, -12.294, -1.684)
C (-10.234, -3.130, -3.491)
Br (-9.648, -1.294, -3.721)
Br (-9.250, -4.350, -4.635)
Br (-10.173, -3.676, -1.630)
H (-11.277, -3.173, -3.802)
C (-5.146, -1.164, 5.433)
Br (-5.475, -3.004, 5.957)
Br (-5.256, -0.931, 3.511)
Br (-6.306, 0.073, 6.378)
H (-4.123, -0.928, 5.725)
C (-7.039, 4.905, -10.835)
Br (-7.159, 3.043, -10.302)
Br (-6.786, 6.079, -9.310)
Br (-5.680, 5.182, -12.192)
H (-7.996, 5.170, -11.284)
C (-0.111, 5.047, 3.980)
Br (0.986, 6.194, 2.864)
Br (-0.972, 6.040, 5.408)
Br (-1.392, 4.031, 2.933)
H (0.557, 4.326, 4.451)
C (-1.253, -14.827, 4.805)
Br (-0.897, -16.580, 4.051)
Br (-2.242, -14.946, 6.470)
Br (0.371, -13.784, 5.003)
H (-1.887, -14.298, 4.094)
C (6.204, 9.828, 6.121)
Br (6.105, 8.484, 4.725)
Br (8.017, 10.467, 6.380)
Br (4.962, 11.286, 5.810)
H (5.901, 9.344, 7.050)
C (11.039, 7.115, 4.619)
Br (11.245, 5.224, 4.999)
Br (12.581, 7.836, 3.687)
Br (9.385, 7.485, 3.674)
H (10.979, 7.628, 5.579)
C (-12.137, -4.613, 2.194)
Br (-12.244, -5.982, 0.823)
Br (-10.320, -3.978, 2.437)
Br (-13.371, -3.155, 1.853)
H (-12.441, -5.076, 3.132)
C (0.673, 0.696, 11.078)
Br (0.560, -0.667, 9.700)
Br (2.491, 1.328, 11.319)
Br (-0.560, 2.156, 10.749)
H (0.371, 0.228, 12.014)
C (6.842, 6.346, 7.978)
Br (8.371, 5.151, 8.004)
Br (5.178, 5.396, 8.279)
Br (7.063, 7.826, 9.214)
H (6.789, 6.772, 6.976)
C (-9.708, 8.738, -7.320)
Br (-8.110, 9.829, -7.180)
Br (-10.490, 8.829, -9.093)
Br (-9.380, 6.906, -6.771)
H (-10.439, 9.152, -6.627)

These are the Löwdin partial charges, in e, on atoms 1 to 4: number 1, C, carries -0.1616; number 2, C, carries -0.2466; number 3, C, carries -0.1901; number 4, C, carries -0.2320

=====

[2]
C43H55AsCl3N5OPRuS2Se2Si | ωB97M-V with the def2-TZVPD basis set

Summary:
- Multiplicity: 2
- ⟨S²⟩: 0.7574
- Calculated total energy: -11961.54989 Eh
- Kohn-Sham gap (spin up / spin down): 7.800 / 6.137 eV
- Net charge: +2

Geometry (Å):
Ru (-0.010, 0.105, 0.568)
C (1.757, 1.281, 5.908)
Si (-0.093, 1.383, 5.897)
C (-0.893, -0.251, 6.226)
C (-0.664, 2.669, 7.101)
C (-0.645, 1.974, 4.175)
C (-1.419, 3.121, 4.023)
C (-1.828, 3.580, 2.768)
C (-1.456, 2.863, 1.661)
N (-0.716, 1.745, 1.776)
C (-0.324, 1.320, 2.977)
S (0.615, -0.144, 2.773)
H (2.111, 1.004, 6.906)
H (2.198, 2.250, 5.656)
H (2.137, 0.537, 5.204)
H (-0.587, -0.631, 7.206)
H (-0.615, -0.996, 5.477)
H (-1.982, -0.159, 6.230)
H (-0.365, 2.384, 8.114)
H (-1.752, 2.779, 7.105)
H (-0.219, 3.645, 6.892)
H (-1.716, 3.680, 4.903)
H (-2.428, 4.472, 2.661)
H (-1.744, 3.158, 0.667)
Se (-1.898, -1.288, 1.063)
P (-3.917, -0.461, 0.533)
Se (-3.921, 1.406, -0.494)
C (-4.739, -0.341, 2.118)
C (-4.202, 0.537, 3.063)
C (-4.847, 0.719, 4.271)
C (-6.027, 0.029, 4.540)
C (-6.558, -0.841, 3.604)
C (-5.916, -1.033, 2.386)
C (-4.698, -1.784, -0.411)
C (-4.542, -3.116, -0.013)
C (-5.132, -4.130, -0.751)
C (-5.878, -3.823, -1.885)
C (-6.049, -2.501, -2.271)
C (-5.457, -1.478, -1.538)
H (-3.289, 1.079, 2.844)
H (-4.440, 1.406, 5.003)
H (-6.534, 0.179, 5.485)
H (-7.481, -1.366, 3.813)
H (-6.338, -1.707, 1.652)
H (-3.966, -3.358, 0.872)
H (-5.023, -5.159, -0.437)
H (-6.332, -4.618, -2.462)
H (-6.659, -2.263, -3.133)
H (-5.596, -0.442, -1.823)
Cl (-0.491, 1.245, -6.458)
C (0.943, 1.242, -5.481)
C (1.366, 0.066, -4.887)
C (2.498, 0.091, -4.087)
C (3.220, 1.262, -3.863)
C (4.476, 1.200, -3.000)
C (4.570, 2.178, -1.838)
N (3.532, 1.941, -0.827)
C (3.599, 2.380, 0.482)
C (2.424, 2.022, 1.065)
N (1.629, 1.395, 0.118)
C (2.346, 1.351, -0.986)
O (4.608, -0.109, -2.494)
C (5.965, -0.560, -2.355)
C (5.967, -2.044, -2.205)
C (5.607, -2.910, -3.193)
Cl (5.119, -2.486, -4.784)
S (5.691, -4.542, -2.710)
C (6.225, -4.099, -1.150)
C (6.327, -2.748, -1.016)
C (2.798, 2.409, -4.534)
Cl (3.706, 3.891, -4.480)
C (1.661, 2.415, -5.331)
H (0.847, -0.865, -5.082)
H (2.855, -0.824, -3.635)
H (5.323, 1.433, -3.659)
H (4.533, 3.211, -2.164)
H (5.538, 2.025, -1.363)
H (4.463, 2.894, 0.870)
H (2.092, 2.187, 2.074)
H (2.028, 0.903, -1.912)
H (6.431, -0.108, -1.475)
H (6.532, -0.254, -3.240)
H (6.462, -4.862, -0.423)
H (6.664, -2.260, -0.109)
H (1.368, 3.316, -5.852)
N (-1.826, 1.049, -4.171)
C (-1.863, -0.321, -3.530)
C (-0.737, -0.449, -2.520)
N (-0.798, 0.612, -1.511)
C (-0.702, 1.938, -2.137)
C (-1.810, 2.169, -3.151)
H (-2.647, 1.162, -4.765)
H (-1.011, 1.133, -4.787)
H (-1.782, -1.065, -4.320)
H (-2.832, -0.421, -3.038)
H (0.234, -0.403, -3.024)
H (-0.821, -1.417, -2.032)
H (-1.720, 0.563, -1.056)
H (0.275, 2.023, -2.625)
H (-0.766, 2.707, -1.370)
H (-1.671, 3.109, -3.684)
H (-2.781, 2.161, -2.665)
C (0.443, -3.464, 0.416)
As (1.443, -1.827, 0.186)
C (2.273, -2.177, -1.517)
C (2.857, -2.153, 1.445)
H (1.091, -4.319, 0.230)
H (-0.409, -3.484, -0.259)
H (0.071, -3.506, 1.439)
H (2.779, -3.141, -1.466)
H (3.000, -1.405, -1.755)
H (1.511, -2.203, -2.296)
H (3.316, -3.103, 1.177)
H (2.438, -2.213, 2.446)
H (3.601, -1.358, 1.424)

These are the Löwdin partial charges, in e, on atoms 1 to 4: number 1, Ru, carries 0.5468; number 2, C, carries -0.1741; number 3, Si, carries 0.4835; number 4, C, carries -0.1638

=====

[3]
C43H55GaNO2P4 | ωB97M-V with the def2-TZVPD basis set

Summary:
- Calculated total energy: -5166.87024 Eh
- Kohn-Sham gap: 6.423 eV
- Net charge: +1

Geometry (Å):
Ga (-0.136, 0.088, 0.544)
C (0.929, 3.236, 1.221)
P (-0.535, 2.591, 0.350)
C (-1.909, 3.350, 1.263)
C (-0.552, 3.639, -1.171)
C (0.752, 3.748, -1.964)
P (1.488, 2.124, -2.395)
C (0.230, 1.645, -3.648)
C (2.825, 2.712, -3.511)
H (1.025, 4.312, 1.064)
H (1.836, 2.740, 0.879)
H (0.798, 3.035, 2.281)
H (-1.705, 4.417, 1.373)
H (-1.983, 2.878, 2.239)
H (-2.853, 3.219, 0.735)
H (-0.834, 4.638, -0.825)
H (-1.364, 3.288, -1.814)
H (1.491, 4.317, -1.394)
H (0.563, 4.304, -2.887)
H (-0.092, 2.508, -4.235)
H (-0.637, 1.195, -3.162)
H (0.649, 0.900, -4.318)
H (2.453, 3.407, -4.266)
H (3.281, 1.857, -4.013)
H (3.600, 3.206, -2.925)
O (-0.370, -2.150, 1.038)
P (-0.947, -3.438, 0.539)
C (-0.844, -3.391, -1.273)
P (0.578, -2.344, -1.694)
O (0.447, -0.928, -1.183)
C (2.042, -3.139, -1.039)
C (2.386, -4.430, -1.436)
C (3.519, -5.029, -0.916)
C (4.316, -4.335, -0.013)
C (3.983, -3.045, 0.372)
C (2.841, -2.444, -0.138)
C (0.740, -2.406, -3.479)
C (-0.223, -2.952, -4.318)
C (-0.036, -2.930, -5.694)
C (1.110, -2.364, -6.228)
C (2.079, -1.821, -5.392)
C (1.897, -1.844, -4.022)
C (-2.641, -3.768, 1.000)
C (-3.621, -4.190, 0.109)
C (-4.894, -4.488, 0.573)
C (-5.179, -4.372, 1.926)
C (-4.202, -3.945, 2.816)
C (-2.933, -3.638, 2.358)
C (-0.004, -4.855, 1.101)
C (1.155, -4.649, 1.838)
C (1.890, -5.739, 2.282)
C (1.471, -7.026, 1.982)
C (0.307, -7.233, 1.249)
C (-0.437, -6.149, 0.817)
H (-1.739, -2.912, -1.681)
H (-0.737, -4.391, -1.697)
H (1.775, -4.967, -2.155)
H (3.785, -6.034, -1.216)
H (5.205, -4.803, 0.387)
H (4.610, -2.507, 1.070)
H (2.565, -1.440, 0.159)
H (-1.126, -3.391, -3.914)
H (-0.787, -3.355, -6.347)
H (1.253, -2.348, -7.300)
H (2.975, -1.385, -5.812)
H (2.655, -1.429, -3.366)
H (-3.404, -4.294, -0.947)
H (-5.659, -4.814, -0.119)
H (-6.171, -4.611, 2.287)
H (-4.430, -3.841, 3.868)
H (-2.177, -3.281, 3.049)
H (1.472, -3.640, 2.064)
H (2.790, -5.581, 2.860)
H (2.044, -7.875, 2.330)
H (-0.025, -8.239, 1.030)
H (-1.359, -6.313, 0.270)
C (-4.758, 1.291, 2.554)
C (-3.603, 0.463, 1.989)
C (-4.101, -0.503, 0.914)
C (-2.829, -0.256, 3.075)
C (-3.512, -0.986, 4.034)
C (-2.833, -1.636, 5.051)
C (-1.457, -1.516, 5.133)
C (-0.723, -0.768, 4.217)
C (0.779, -0.707, 4.449)
C (1.526, -1.731, 3.591)
C (1.414, 0.675, 4.322)
C (-1.409, -0.157, 3.133)
N (-0.791, 0.571, 2.134)
H (-5.199, 1.911, 1.771)
H (-4.421, 1.945, 3.360)
H (-5.553, 0.658, 2.951)
H (-2.904, 1.144, 1.507)
H (-4.761, -1.262, 1.341)
H (-3.265, -1.022, 0.438)
H (-4.657, 0.034, 0.143)
H (-4.593, -1.051, 3.988)
H (-3.374, -2.211, 5.793)
H (-0.931, -1.997, 5.951)
H (0.912, -1.007, 5.494)
H (1.393, -1.518, 2.529)
H (1.150, -2.739, 3.777)
H (2.595, -1.715, 3.819)
H (1.515, 0.964, 3.283)
H (2.407, 0.661, 4.778)
H (0.818, 1.435, 4.832)

These are the Löwdin partial charges, in e, on atoms 1 to 4: number 1, Ga, carries 0.5631; number 2, C, carries -0.2530; number 3, P, carries 0.8366; number 4, C, carries -0.2399